[1]
64
Properties=species:S:1:pos:R:3:lowdin_charge:R:1 method="wB97M-V/def2-TZVPD" orbital_gap_ev=8.583 total_charge=0 smiles=CO[C@@H](CCC(F)(F)C(F)(F)C(F)(F)C(F)(F)F)COCP(C)C.CCN(CC)CC multiplicity=1
C 2.77446 1.69357 1.53917 -0.0873
O 1.66893 1.98935 0.71916 -0.1929
C 1.73221 1.32931 -0.53178 -0.2890
C 0.68377 0.20006 -0.69409 -0.0854
C -0.34763 0.07368 0.42938 -0.0466
C -1.76302 0.51907 0.11222 -0.4858
F -2.29929 -0.34966 -0.74854 0.1390
F -2.44499 0.49662 1.25692 0.1449
C -1.89918 1.91723 -0.51510 -0.4010
F -1.06897 2.71565 0.12313 0.1808
F -1.58756 1.86249 -1.78678 0.1788
C -3.35992 2.50064 -0.43966 -0.3772
F -3.60462 3.11479 -1.59236 0.1700
F -4.25603 1.55057 -0.33681 0.1966
C -3.54440 3.59661 0.64458 -0.6462
F -4.82762 3.87712 0.70693 0.2002
F -3.13966 3.24222 1.81496 0.2335
F -2.95328 4.68624 0.24960 0.2054
C 1.70113 2.40385 -1.68768 -0.1411
O 1.97802 3.68586 -1.16494 -0.2123
C 1.00481 4.68905 -1.47338 -0.3841
P 1.10077 6.04543 -0.20936 0.8796
C 0.41836 5.39795 1.37528 -0.3013
C 2.92534 6.14804 0.12326 -0.2896
H 3.69339 2.12131 1.13582 0.0953
H 2.88253 0.61861 1.67880 0.0917
H 2.61369 2.15634 2.50914 0.0898
H 2.71870 0.87699 -0.60215 0.1298
H 0.24071 0.28453 -1.68035 0.1121
H 1.23024 -0.73649 -0.72609 0.1132
H -0.05978 0.55031 1.36055 0.1310
H -0.44802 -0.98536 0.65205 0.1229
H 2.51738 2.17280 -2.37594 0.1241
H 0.78425 2.36228 -2.27314 0.1057
H -0.00930 4.29895 -1.53631 0.0685
H 1.26912 5.12797 -2.43948 0.0809
H 0.67414 6.12429 2.14372 0.0302
H -0.66060 5.30955 1.36934 0.0084
H 0.90179 4.46757 1.66941 0.0248
H 3.41750 5.82660 -0.78821 0.0268
H 3.22478 7.15272 0.38529 0.0206
H 3.19221 5.42409 0.88953 0.0298
C 0.47931 -4.74125 2.32526 -0.0904
C -0.58417 -4.69729 1.23793 -0.2780
N -0.03656 -4.55781 -0.09858 -0.2010
C -1.03817 -4.22419 -1.09867 -0.2518
C -2.14000 -5.24897 -1.38892 -0.0825
C 0.93766 -5.56205 -0.49019 -0.2495
C 0.50896 -7.03443 -0.45363 -0.0824
H 1.13971 -3.87466 2.26249 0.0759
H 0.00445 -4.73439 3.30727 0.0731
H 1.08812 -5.64469 2.26606 0.0645
H -1.22244 -3.83078 1.43524 0.1144
H -1.23009 -5.58295 1.33553 0.1016
H -0.53065 -3.97697 -2.03560 0.1119
H -1.51874 -3.29130 -0.78402 0.0987
H -1.77035 -6.08937 -1.97489 0.0555
H -2.93184 -4.77713 -1.97457 0.0718
H -2.59668 -5.63420 -0.47675 0.0673
H 1.81472 -5.45215 0.15380 0.0997
H 1.30464 -5.32309 -1.49162 0.1138
H -0.03335 -7.28680 0.45861 0.0669
H 1.39317 -7.67425 -0.49312 0.0715
H -0.11208 -7.30011 -1.30773 0.0541


[2]
51
Properties=species:S:1:pos:R:3:lowdin_charge:R:1 method="wB97M-V/def2-TZVPD" orbital_gap_ev="6.509 / 6.510" total_charge=+3 multiplicity=1
W -0.62635 0.19555 1.07412 1.4932
C -1.08315 4.19717 -0.74455 0.0105
C -1.37298 2.91310 -0.31949 -0.0848
N -0.42110 2.03753 0.04862 -0.0680
C 0.89378 2.42923 -0.04330 -0.1627
C 1.26069 3.73621 -0.37243 -0.1186
C 0.23230 4.62015 -0.74102 0.0885
C 2.63763 4.07985 -0.35318 0.0408
C 3.56211 3.13480 -0.01541 0.0026
C 3.17259 1.80569 0.27738 0.0559
C 1.85099 1.44776 0.23616 -0.1750
N 1.24040 0.17579 0.49174 -0.0819
C 1.83211 -1.09179 0.19005 -0.1758
C 3.14811 -1.45112 0.05474 0.0645
C 3.49050 -2.78646 -0.26762 0.0055
C 2.52888 -3.73315 -0.48235 0.0433
C 1.15940 -3.37358 -0.38368 -0.1183
C 0.08873 -4.23713 -0.67264 0.0900
C -1.21475 -3.77960 -0.60244 0.0075
C -1.44980 -2.47063 -0.22021 -0.0727
N -0.45410 -1.61625 0.07259 -0.0990
C 0.84358 -2.05800 -0.04240 -0.1712
H -1.88656 4.85153 -1.05163 0.1359
H -2.39545 2.56352 -0.27281 0.1150
H 0.47825 5.63524 -1.03394 0.1516
H 2.93915 5.08955 -0.60028 0.1431
H 4.61189 3.38998 0.02630 0.1355
H 3.94238 1.10694 0.56112 0.1138
H 3.95175 -0.74864 0.19520 0.1106
H 4.53616 -3.04740 -0.35051 0.1358
H 2.80032 -4.74806 -0.74256 0.1434
H 0.28958 -5.26181 -0.96701 0.1519
H -2.04892 -4.42286 -0.84315 0.1339
H -2.45899 -2.08666 -0.14266 0.1256
C -5.40540 -1.93992 3.67833 0.0395
C -4.36464 -0.97134 3.23085 -0.1924
C -4.60083 0.35160 2.91648 0.0704
C -3.56311 1.16092 2.47878 -0.2282
N -2.30086 0.65618 2.41133 -0.0746
C -2.04822 -0.59675 2.85205 -0.8020
S -0.39283 -0.93688 3.16024 0.8496
N -3.09030 -1.43013 3.14696 0.1498
C -3.78297 2.59829 2.16183 0.0177
H -6.37303 -1.45522 3.76697 0.1094
H -5.13018 -2.36248 4.64759 0.1207
H -5.48467 -2.75902 2.95868 0.1185
H -5.59849 0.75383 3.02029 0.1540
H -2.88536 -2.37934 3.43942 0.1821
H -4.59339 2.71677 1.44034 0.1188
H -2.87683 3.08617 1.82007 0.0687
H -4.10192 3.10039 3.07982 0.1274


[3]
33
Properties=species:S:1:pos:R:3:lowdin_charge:R:1 method="wB97M-V/def2-TZVPD" orbital_gap_ev=10.114 total_charge=0 smiles=CCO.O.O.O.O.O.O.O.O multiplicity=1 e_above_lowest_kcal_mol=39.3
C 5.18155 8.55939 4.95461 -0.0747
C 5.69239 7.90434 6.22688 -0.3053
O 5.70771 6.54258 5.99803 -0.0977
H 4.13944 8.30352 4.76315 0.0834
H 5.73716 8.31316 4.04976 0.0507
H 5.33516 9.63838 4.97090 0.0836
H 4.94083 8.06198 7.00044 0.1211
H 6.70925 8.20224 6.48251 0.1063
H 5.87383 6.13352 6.85049 0.1106
O 8.48824 6.94244 4.84979 -0.0362
H 7.55459 6.87274 5.04894 -0.0150
H 8.74494 7.79608 5.19859 -0.0233
O 4.77934 5.95630 3.32424 -0.0459
H 3.86333 5.68036 3.35612 0.0523
H 5.01566 6.10996 4.23900 -0.0114
O 11.42461 7.80792 3.64544 -0.0418
H 11.58999 8.15756 4.52102 0.0084
H 11.04837 8.54262 3.16077 0.0185
O 7.63662 9.75060 3.30339 -0.0341
H 7.28742 8.97334 2.86729 0.0563
H 8.31948 10.07024 2.71367 0.0616
O 11.22150 6.24766 6.07848 -0.0409
H 11.20959 7.06144 6.58232 0.0258
H 11.55364 5.59114 6.69077 0.0319
O 8.90575 9.62635 5.74641 -0.0563
H 9.45218 10.41206 5.76406 0.0482
H 8.50915 9.62936 4.87525 -0.0245
O 8.84772 4.05490 5.78957 -0.0434
H 8.12810 4.40112 6.31731 0.0136
H 9.32056 3.47068 6.38232 0.0245
O 7.40139 4.74186 3.09743 -0.0512
H 6.63945 5.15224 3.50640 -0.0238
H 7.04754 4.28646 2.33348 0.0286


[4]
19
Properties=species:S:1:pos:R:3:lowdin_charge:R:1 method="wB97M-V/def2-TZVPD" orbital_gap_ev=8.185 total_charge=0 multiplicity=1 e_above_lowest_kcal_mol=70.3
N 3.38016 -1.13713 -0.05842 0.0786
N 2.41210 -0.36565 -0.17006 0.0300
C 1.11998 -0.68375 -0.15269 -0.1659
C 0.52630 -1.97737 0.15866 -0.3410
O 1.08916 -3.06714 0.57543 -0.0222
N -0.82637 -1.73997 -0.14360 0.1424
C -1.13552 -0.32768 -0.22321 -0.2195
C -2.33826 0.27847 -0.17601 -0.0252
C -2.38809 1.74619 -0.19090 -0.0885
C -1.20501 2.48407 -0.12002 -0.1171
C 0.12018 1.84298 0.08238 0.0072
C 0.08627 0.39476 -0.18804 -0.0971
H 3.16151 -2.18433 0.10982 0.1613
H 4.27069 -0.81093 -0.14100 0.0773
H -1.59594 -2.37064 0.02555 0.1503
H -3.25786 -0.20398 0.04808 0.0938
H -3.31865 2.29167 -0.30166 0.0909
H -1.19208 3.56550 0.33469 0.1228
H 1.09142 2.26493 0.53101 0.1223


[5]
13
Properties=species:S:1:pos:R:3:lowdin_charge:R:1 method="wB97M-V/def2-TZVPD" orbital_gap_ev=7.109 total_charge=0 multiplicity=1 e_above_lowest_kcal_mol=0.0
O -1.15969 0.00933 -0.38002 -0.6565
Si 0.19231 1.00057 -0.39219 0.3504
Si -2.01040 -1.06270 0.52306 0.4999
Si 2.10983 0.40876 0.77118 0.1265
Si 3.44916 -0.90212 -0.37823 0.4642
H 0.50865 1.21755 -1.79710 -0.0722
H -0.57724 2.11718 0.12346 -0.0506
H -2.44476 -0.25169 1.76949 -0.0477
H -3.15358 -1.15521 -0.39105 -0.0640
H 2.76663 1.67927 1.10368 -0.1255
H 1.63880 -0.05291 2.06821 -0.1148
H 2.59022 -1.96477 -0.13070 -0.2749
H -0.92350 -2.16635 0.69106 -0.0348